Record 1
Below is an isolated molecule of C5H13ClNO2P at a distorted geometry, with properties calculated with ωB97M-V/def2-TZVPD.

## Properties
frontier orbital gap: 8.647 eV
LUMO: 0.0264 Eh
HOMO energy: -7.930 eV
maximum force: 6.25 eV/A
ΔE to the lowest compared entry with this formula, charge and spin: 73.7 kcal per mole

Geometry as ORCA input:
```
! wB97M-V def2-TZVPD RIJCOSX def2/J DEFGRID3
* xyz 0 1
C -1.29299 -1.08444 1.99471
C 2.16114 0.89792 1.05124
C -1.67415 -2.26790 -1.62378
C 1.66470 1.38442 -1.35597
C 0.17383 1.47128 -1.51274
N -1.00233 -0.20893 0.85822
O 2.02873 0.48450 -0.29953
O -0.33423 0.12581 -1.85347
P -0.53416 -1.02474 -0.70485
Cl 1.16556 -2.13890 -0.86208
H -0.90140 -2.07264 2.00775
H -2.27470 -1.28514 2.03136
H -0.82860 -0.55332 2.88191
H 2.74932 0.16124 1.42854
H 1.30845 0.76481 1.73287
H 2.61695 1.98315 1.23790
H -1.56482 -2.00776 -2.73939
H -1.25182 -3.26866 -1.40457
H -2.73327 -1.97667 -1.46263
H 1.93412 2.49419 -1.19602
H 2.16564 0.84834 -2.17685
H -0.24539 2.02569 -2.34644
H -0.30749 1.80706 -0.55346
*
```

***

Record 2
Below is a structure of composition C5H13FGaN2NaO6S at a distorted geometry, with properties calculated with ωB97M-V/def2-TZVPD.

## Properties
frontier orbital gap: 5.412 eV
LUMO: -0.1127 Eh
HOMO energy: -8.479 eV
maximum force: 4.23 eV/A
ΔE to the lowest compared entry with this formula, charge and spin: 26.8 kcal per mole

Geometry as ORCA input:
```
! wB97M-V def2-TZVPD RIJCOSX def2/J DEFGRID3
* xyz 0 1
C 0.97493 -2.17230 -0.53466
C 2.10906 -1.30719 0.13603
O 2.06103 -1.34173 1.54132
C 2.06004 0.17682 -0.42277
N 2.27567 1.16701 0.63574
C 0.99278 1.78871 1.03752
C -0.18477 0.79548 1.10871
O -1.31849 1.53310 1.57759
Ga -2.75751 0.85258 0.59942
O -2.74924 -1.03947 0.83888
N -3.78247 -1.63565 0.21113
O -4.48944 -2.19789 0.97704
S -2.52081 1.20852 -1.69690
O -3.08857 0.06106 -2.44767
O -1.10958 1.51790 -2.08975
F -3.39447 2.53661 -2.18887
H 0.63843 -2.98913 0.12398
H 0.13021 -1.50419 -0.78175
H 1.41706 -2.61888 -1.44859
H 3.07348 -1.80229 -0.15583
H 1.33671 -1.91600 1.78617
H 1.17214 0.36106 -1.06137
H 2.96572 0.25236 -1.11218
H 2.82113 1.90981 0.20920
H 1.12397 2.18678 2.06586
H 0.74142 2.67792 0.42034
H -0.45029 0.39108 0.10120
H -0.01346 -0.06579 1.77875
H -4.08960 1.53178 1.16874
Na 4.05493 -0.35806 -2.37732
*
```